Density functional theory data (ωB97M-V with the def2-TZVPD basis set) for a cluster of 2 separate species, C3H10NOS in total.

```
16
Properties=species:S:1:pos:R:3:forces:R:3
C 2.214131 -0.260035 1.059162 -0.5573 -2.5243 -0.4434
S 2.899331 0.037038 -0.625835 -0.3521 -0.7580 0.4243
C 1.267332 -0.011188 -1.447204 -1.3030 0.2408 3.9295
H 2.715489 0.395526 1.700703 0.7229 0.9381 1.1568
H 1.132599 0.008139 1.041218 0.6109 -0.1508 0.0659
H 2.372451 -1.370998 1.466481 -0.3750 2.2826 -1.1077
H 0.626610 -0.802584 -0.896934 1.1302 0.9623 -1.3233
H 1.336005 -0.170502 -2.476138 0.0385 -0.0434 -1.5601
H 0.803648 0.940443 -1.057394 -0.0804 -0.8681 -1.1458
N -2.754781 -0.528190 0.607062 0.4767 0.4235 -0.8867
C -1.906783 0.460042 -0.295631 -1.0431 1.6675 2.2484
O -1.057037 1.206637 0.473624 -0.4424 -1.1189 -1.4399
H -3.408738 0.042424 1.121682 -0.0998 0.2820 0.2090
H -2.075197 -0.831099 1.323005 -0.2788 0.3594 -0.5431
H -2.605606 1.119507 -0.969604 0.1741 -0.8299 1.2345
H -1.559454 -0.235166 -1.024191 1.3787 -0.8627 -0.8184
```
Positions in Å, forces in eV/Å.

Values from the calculation:
ΔE to the lowest compared entry with this formula, charge and spin	56.48	kcal per mole
HOMO level	-2.9	eV
strongest force on any atom	4.15	eV/A
charge	-1
electronic energy	-17644.993	eV

Löwdin atomic charge list, values in e, 2 entries: number 1, C, carries -0.4339; number 2, S, carries 0.6412

Density functional theory data (ωB97M-V with the def2-TZVPD basis set) for a cluster of 2 separate species, C8H12N8O4 in total.

```
32
Properties=species:S:1:pos:R:3:forces:R:3
O 3.180473 1.342606 1.199864 -2.2037 -2.0495 0.0595
N 2.553492 0.270507 1.288988 3.6748 -0.7572 0.3467
O 3.125754 -0.839606 1.533132 -0.9631 2.7804 -0.5067
C 1.126525 0.160970 1.124506 -1.3748 -1.6257 0.3993
C 0.228399 1.241047 0.993415 -1.1727 0.2871 0.0797
C -1.138955 0.989457 1.012372 0.0635 -0.2002 0.0593
N -2.110530 2.120719 1.042438 -0.8450 2.9158 -0.1227
O -3.337060 1.948497 1.074314 2.7214 -0.6839 -0.0729
O -1.602039 3.275666 1.046183 -0.6087 -2.6858 -0.0388
C -1.643908 -0.361146 1.071089 -0.5655 -0.3150 -0.0242
N -2.851117 -0.956838 1.011887 1.2039 0.1943 0.2268
N -2.617125 -2.284633 1.131912 1.9489 0.6898 0.0981
N -1.335157 -2.557459 1.254690 -1.1849 0.3783 -0.2107
N -0.696036 -1.356670 1.207177 0.1066 0.4806 -0.0751
C 0.653939 -1.143101 1.253629 -0.4924 0.6685 -0.4838
H 0.592315 2.261496 0.898472 -0.1266 -0.1674 0.1585
H 1.305508 -2.003915 1.310831 -0.2181 0.0824 0.1443
C 1.225904 -1.205312 5.140974 -0.1142 0.1375 -0.5270
N 2.234819 -2.084753 4.574168 0.6885 0.4666 0.1400
N 1.781607 -3.431245 4.715365 -0.6751 -0.2703 -0.5982
C 2.174634 -4.189174 3.544570 -0.0484 -0.2232 0.3200
C 2.227642 -3.978932 5.981879 0.4521 -0.2390 -0.2013
H 1.644032 -0.211076 5.318028 0.0171 -0.1156 0.0986
H 0.383427 -1.102937 4.434243 -0.2122 -0.0241 0.5057
H 0.899546 -1.654258 6.084611 -0.1368 0.3972 -0.2485
H 2.362723 -1.877286 3.579468 0.0236 -0.2156 0.4994
H 1.796190 -5.213012 3.653435 0.1087 0.2324 -0.1641
H 1.716701 -3.728314 2.654787 0.0930 -0.2794 0.2428
H 3.268637 -4.225590 3.401286 -0.0629 0.0190 0.0044
H 1.813504 -4.989540 6.091107 -0.0183 0.3009 0.0563
H 3.329128 -4.051503 6.039176 -0.1458 0.0892 0.0317
H 1.877507 -3.342921 6.804434 0.0669 -0.2683 -0.1971
```
Positions in Å, forces in eV/Å.

Values from the calculation:
SMILES	O=[N+]([O-])c1cc([N+](=O)[O-])c2nnnn2c1.CNN(C)C
ΔE to the lowest compared entry with this formula, charge and spin	0.00	kcal per mole
HOMO level	-8.0	eV
strongest force on any atom	3.77	eV/A
electronic energy	-28591.521	eV

Löwdin atomic charge list, values in e, 2 entries: number 1, O, carries 0.1116; number 2, N, carries -0.2871

Density functional theory data (ωB97M-V with the def2-TZVPD basis set) for a cluster of 2 separate species, CH6N2O3S in total.

```
13
Properties=species:S:1:pos:R:3:forces:R:3
C 2.017569 -0.798049 1.099176 1.2683 0.6165 1.4536
N 0.740966 -1.728844 -0.426881 -1.3958 -0.5780 -1.4017
N -3.352557 0.968362 -1.423246 -0.8927 1.0148 -2.5057
O -1.891453 0.342859 0.485916 -0.1817 0.6675 0.3915
O -1.071563 1.904107 -1.273649 0.7931 0.1208 -0.6908
O 1.932456 -1.548414 0.107878 0.6367 -1.3323 -0.9383
S -2.189751 1.664334 -0.401343 -1.0639 -0.4555 1.0326
H 2.949348 -0.779478 1.664212 -0.1896 -0.0009 -0.5635
H 1.140501 -0.305179 1.406146 -0.9581 0.6099 0.4617
H 0.877121 -2.378067 -1.240396 0.4174 0.8015 1.0145
H -1.341710 -0.299533 0.021501 0.3803 -0.4136 -0.4790
H -3.183479 1.358829 -2.405469 0.0324 -0.8254 1.7427
H -4.350521 1.211602 -1.245771 1.1534 -0.2253 0.4825
```
Positions in Å, forces in eV/Å.

Values from the calculation:
ΔE to the lowest compared entry with this formula, charge and spin	100.39	kcal per mole
HOMO level (alpha / beta)	-8.3 / -8.9	eV
strongest force on any atom	2.85	eV/A
electronic energy	-21087.181	eV

Löwdin atomic charge list, values in e, 2 entries: number 1, C, carries -0.0061; number 2, N, carries 0.0044

Density functional theory data (ωB97M-V with the def2-TZVPD basis set) for a structure of composition C20H15N6OPtS2.

```
45
Properties=species:S:1:pos:R:3:forces:R:3
Pt 0.402242 0.382482 -1.922636 -0.8070 0.4216 0.1573
C -3.946059 0.802674 -2.027498 -0.0089 -0.0080 -0.0086
C -2.615378 0.823947 -2.437385 0.0460 0.0755 0.0567
N -1.641475 0.511740 -1.589345 0.0171 -0.0303 -0.1422
C -2.003927 0.086932 -0.350460 -0.0138 -0.0904 0.0208
C -3.333071 0.098853 0.026291 -0.0312 -0.0249 -0.0230
N -4.305141 0.472858 -0.799471 0.0070 -0.0204 0.0251
C -0.913448 -0.449988 0.483265 -0.0758 -0.1000 0.0251
C -0.943375 -0.725772 1.836741 -0.0367 -0.0172 -0.0096
C 0.211990 -1.173958 2.482075 -0.0033 -0.0138 0.0385
C 1.388105 -1.248977 1.726423 0.0313 -0.0183 0.0031
C 1.361951 -0.955000 0.379586 0.0597 -0.0874 -0.0721
N 0.201993 -0.644394 -0.221088 0.5720 0.1195 0.1111
C 2.532745 -0.859601 -0.528545 -0.1816 -0.0873 0.0215
C 3.796258 -1.342034 -0.247939 0.0220 -0.0315 -0.0280
N 4.799334 -1.259493 -1.117431 -0.0190 -0.0129 0.0041
C 4.543918 -0.702261 -2.289446 0.0109 -0.0162 0.0122
C 3.288727 -0.193618 -2.612183 0.0330 0.0811 0.0758
N 2.302091 -0.259002 -1.726140 0.1215 0.0373 0.0455
C 0.203733 -1.515368 3.931312 0.0015 0.0134 -0.0352
C -0.961344 -1.445233 4.689588 -0.0198 0.0043 0.0103
C -0.920026 -1.781598 6.034003 0.0171 -0.0054 0.0089
N 0.182808 -2.176988 6.660202 0.0015 0.0061 -0.0226
C 1.295524 -2.247410 5.938095 -0.0181 0.0017 0.0102
C 1.357088 -1.932777 4.589074 0.0212 0.0016 0.0108
H -4.731097 1.068183 -2.723817 0.0046 0.0021 -0.0051
H -2.316665 1.114690 -3.428276 0.0121 0.0351 -0.0414
H -3.627772 -0.224990 1.016449 -0.0054 0.0116 0.0003
H -1.856315 -0.564084 2.387426 0.0028 -0.0003 -0.0032
H 2.327736 -1.498086 2.193240 -0.0049 -0.0111 -0.0023
H 4.008194 -1.819777 0.700239 0.0073 -0.0014 -0.0036
H 5.353558 -0.646245 -3.005313 -0.0040 0.0035 -0.0031
H 3.072556 0.286930 -3.556135 0.0130 0.0132 -0.0034
H -1.909487 -1.139807 4.272266 0.0024 -0.0047 -0.0010
H -1.821468 -1.730198 6.632864 -0.0001 -0.0001 0.0016
H 2.187919 -2.572623 6.459366 0.0004 -0.0002 0.0015
H 2.310556 -2.024887 4.090290 -0.0041 -0.0010 -0.0001
C -2.226268 3.563498 -4.838117 0.0200 0.0163 -0.0015
O -1.271553 2.746596 -4.137291 -0.0368 -0.0007 0.0503
C -0.018938 3.198260 -4.043891 -0.0670 0.0476 -0.2485
S 0.538238 4.592885 -4.669883 -0.0642 -0.0421 0.0694
S 1.095606 2.133075 -3.237550 0.3390 -0.2804 -0.1137
H -3.162955 3.011207 -4.797410 0.0196 0.0116 0.0050
H -1.912247 3.707715 -5.869088 0.0136 -0.0047 -0.0066
H -2.324861 4.531646 -4.352468 0.0048 0.0079 0.0096
```
Positions in Å, forces in eV/Å.

Values from the calculation:
ΔE to the lowest compared entry with this formula, charge and spin	0.00	kcal per mole
HOMO level	-10.8	eV
strongest force on any atom	0.92	eV/A
charge	+1
electronic energy	-56883.188	eV

Löwdin atomic charge list, values in e, 2 entries: number 1, Pt, carries 0.9694; number 2, C, carries -0.0595

Density functional theory data (ωB97M-V with the def2-TZVPD basis set) for a cluster of 2 separate species, C26H44ClFIN4O3 in total.

```
80
Properties=species:S:1:pos:R:3:forces:R:3
C -2.842765 -1.327477 2.066920 0.4864 0.3560 1.2054
C -2.838644 0.279146 1.947668 -1.2184 -0.5747 1.1477
C -3.722764 0.884192 0.758050 2.3440 1.1609 0.1603
I -5.812430 0.203064 0.760435 0.9605 0.1519 -0.0154
C -3.026065 0.760709 -0.716927 -1.1670 2.5713 0.7559
C -3.700611 1.979047 -1.576379 0.7276 -0.4961 -0.5237
C -3.589341 1.793644 -3.167977 -0.3693 1.3256 -1.0160
C -2.327453 2.589021 -3.832044 0.0819 -0.0048 2.1095
Cl -2.690043 3.268982 -5.488779 0.3855 -0.8414 1.2922
C -1.451228 1.067405 -0.702553 0.3943 0.1308 0.7743
N -0.576247 -0.094749 -0.368459 0.0767 -0.6554 -0.9619
C 0.868054 0.175535 -0.739149 0.9683 1.2152 0.4102
C 1.409571 1.583116 -0.168026 1.0151 0.0793 -0.8259
C 2.965614 1.764645 -0.630944 0.1797 0.9874 -0.0671
C 3.108876 1.947269 -2.235126 -0.8134 -0.4393 -0.1538
C 3.947853 0.653045 -0.005530 -0.1585 -0.7294 -0.6809
C 4.424800 -0.442372 -1.099630 0.6261 -0.1108 -0.0021
C 5.109721 -1.731878 -0.426712 0.8426 0.5341 1.5112
C 5.836211 -1.742444 0.807265 -1.1696 -0.1643 -1.5924
C 7.032927 -0.709915 1.067469 -1.2402 -0.1277 0.1955
C 5.407568 -2.870211 1.887870 1.7172 0.2579 -1.2773
C -1.032236 -1.369648 -0.990104 -0.5588 -1.7340 -0.7089
O 0.001231 -2.116188 -1.667008 -0.7302 0.3170 1.1945
C -2.210186 -1.154347 -2.110942 0.5434 -0.9095 -0.2231
C -2.622676 -2.536200 -2.838301 3.0870 -1.3276 -3.5844
O -1.917217 -2.942643 -3.798050 -2.9204 2.0240 4.2872
N -3.809631 -3.359349 -2.498945 -1.1834 2.0716 -1.1503
C -4.809641 -3.020993 -3.546782 -1.0055 1.8332 -2.7212
O -4.695616 -2.079204 -4.347644 -0.2760 -3.5948 3.3836
F -5.958359 -3.842095 -3.665921 3.1950 1.5460 1.1763
N -3.380613 -0.590651 -1.316160 0.4462 -0.6103 -0.9393
H -1.779051 -1.692421 1.866344 -1.6515 0.2009 0.0205
H -3.654497 -1.858658 1.463758 1.1646 0.6739 0.6311
H -3.055335 -1.587666 3.174874 0.3078 0.2924 -1.8995
H -1.750349 0.619529 1.970488 -1.5758 -0.1836 -0.4682
H -3.309610 0.673349 2.930220 0.7520 -0.4868 -1.6905
H -3.782499 2.025070 0.945833 -0.0691 -1.9201 -0.3796
H -4.799043 2.145291 -1.317728 1.5275 -0.4933 -0.1119
H -3.115960 2.920571 -1.251975 -0.9857 -1.4482 -0.5194
H -3.625331 0.715469 -3.542563 0.0109 1.3747 0.5355
H -4.520636 2.313261 -3.620211 1.4930 -0.9684 0.7197
H -2.139835 3.482022 -3.122433 -0.2749 -1.2290 -1.4095
H -1.353466 1.967193 -3.781891 -1.6247 0.9522 -0.7025
H -1.294251 1.855400 0.132323 -0.3888 -1.1978 -1.4163
H -1.041792 1.541845 -1.659959 -1.1165 -0.4931 0.9116
H 1.009604 0.232711 -1.888568 -0.2638 -0.3657 1.8090
H 1.550833 -0.630144 -0.268985 -1.3351 1.1890 -1.0299
H 0.867234 2.498875 -0.622796 0.6201 -1.5412 0.8014
H 1.410455 1.660797 0.971051 -0.3074 -0.2917 -1.4726
H 3.290587 2.778939 -0.175597 -0.5984 -1.5786 -0.6917
H 2.802048 0.981879 -2.795606 0.6509 1.5241 0.9088
H 4.169561 2.207195 -2.562900 -1.4500 -0.2927 0.5974
H 2.383864 2.758892 -2.631018 1.2404 -1.1139 0.8050
H 4.875792 1.148024 0.440180 -1.4640 -0.6951 -0.4383
H 3.365256 0.068980 0.801533 1.1253 0.9984 -0.9553
H 5.099525 0.061991 -1.890242 -1.1444 -0.7467 1.1200
H 3.468331 -0.818288 -1.630385 1.6747 0.4299 0.6877
H 5.011826 -2.720618 -0.985810 -0.9635 1.1653 1.2941
H 7.999161 -1.191584 0.658999 -1.5769 0.6643 0.7365
H 6.843503 0.252325 0.456623 0.4179 -1.4896 1.1042
H 7.144190 -0.496599 2.189099 -0.0031 -0.0913 -1.7040
H 4.600078 -2.461544 2.583222 1.0361 -0.4857 -1.1352
H 5.031979 -3.773456 1.278578 0.4221 1.3044 1.1850
H 6.319734 -3.148594 2.517015 -1.3369 0.1122 -0.7314
H -1.500566 -2.105965 -0.222935 0.5974 1.4157 -0.8345
H 0.270279 -2.897879 -1.129220 -0.3542 0.9657 -0.5108
H -1.882274 -0.447786 -2.949769 -0.5689 -0.9900 1.3074
H -4.192381 -3.153654 -1.562208 -0.0392 -0.5762 -0.5628
H -3.578150 -1.310657 -0.591143 0.0694 0.9120 0.0048
H -4.250217 -0.545103 -1.897795 0.7509 0.2763 0.4252
N -0.218583 1.766661 6.335680 0.0484 -0.1143 -0.1068
C -0.205613 0.446813 6.699991 -0.0558 -0.0052 0.0260
C 0.093758 -0.297768 5.585474 -0.0848 -0.1152 0.2366
C 0.273726 0.607098 4.509998 -0.0580 0.2237 -0.1492
C 0.077480 1.874271 5.003598 -0.0752 0.1081 -0.0420
H -0.414628 2.538729 6.952477 0.0693 -0.1428 -0.0998
H -0.411334 0.152109 7.717830 0.0345 -0.0037 -0.1171
H 0.175555 -1.374186 5.548752 0.0167 0.1072 0.0372
H 0.520561 0.358791 3.487366 0.0428 0.0292 0.0781
H 0.121817 2.840036 4.522848 0.0269 -0.1016 0.0362
```
Positions in Å, forces in eV/Å.

Values from the calculation:
HOMO level	-9.6	eV
strongest force on any atom	5.57	eV/A
charge	+1
electronic energy	-63105.412	eV

Löwdin atomic charge list, values in e, 2 entries: number 1, C, carries -0.1320; number 2, C, carries -0.2695

Density functional theory data (ωB97M-V with the def2-TZVPD basis set) for a structure of composition C12H25O9Zn.

```
47
Properties=species:S:1:pos:R:3:forces:R:3
Zn 0.239098 1.408158 -0.545496 0.2808 -3.2898 0.8002
O 0.088538 -0.513702 -0.581736 -0.4032 0.1714 0.1047
H 0.285688 -1.461232 -0.715316 0.1859 1.4248 -0.2143
C 1.583438 -1.382352 2.540324 0.4949 0.0798 -3.6868
O 1.882638 -0.201692 3.214764 -0.5501 2.5625 1.8769
C 1.541468 1.035158 2.765364 -1.8759 -2.1625 -2.4376
O 1.019228 1.315138 1.651674 1.5922 -0.4671 1.6007
O 1.674658 1.852458 3.739104 1.1028 2.0817 1.3715
C 1.470638 3.286938 3.572044 -0.6467 -0.0063 -1.3741
H 2.113038 -1.147552 1.617014 0.1448 -1.2439 -0.6382
H 0.571288 -1.500082 2.153314 -0.3947 0.2704 0.8002
H 1.974858 -2.312132 2.953114 0.0288 0.6918 0.7115
H 1.060058 3.690488 4.497604 0.0785 -0.3082 -0.2349
H 0.848028 3.440048 2.690554 -0.9081 -0.2587 0.4794
H 2.294468 3.894758 3.197924 1.0470 -0.7408 0.8281
C -2.295922 3.914908 1.922804 0.5841 0.4328 0.0327
O -3.036282 2.702198 1.865224 -0.1889 -1.0362 0.4551
C -2.557032 1.604728 1.291864 1.9042 1.7854 -2.1284
O -1.479222 1.597148 0.603704 -2.3691 0.0514 1.3707
O -3.417462 0.644638 1.404074 0.2312 0.9610 1.6794
C -3.174242 -0.585392 0.783984 0.3950 -0.9748 -1.4768
H -2.477142 4.454078 2.852614 -0.4290 -0.5633 0.1817
H -2.649152 4.585508 1.139454 0.3739 -0.2306 -0.2756
H -1.227872 3.697388 1.916144 -0.0820 0.1470 -0.4788
H -3.140172 -0.310922 -0.270336 -0.0459 -0.8755 -0.2392
H -3.982242 -1.271882 1.036904 -0.1012 0.4197 -0.1158
H -2.234152 -1.072382 1.043184 0.1310 0.5419 0.2265
C -1.256642 -3.922802 -2.237436 -0.5636 0.6689 -0.1702
C -0.626382 -4.429402 -0.950626 0.4860 0.3344 -2.0992
O 0.411008 -5.054502 -1.054086 -0.6923 0.2930 1.2555
C -1.381202 -4.034402 0.306434 1.7591 -0.7474 0.3896
H -0.741422 -3.043512 -2.624076 0.3615 0.2874 0.4496
H -2.266172 -3.568062 -2.029776 -0.2001 -0.2260 -0.3017
H -1.211562 -4.573092 -3.111046 -0.1449 -0.5390 0.4709
H -1.557892 -2.961942 0.388394 -0.4657 -0.1358 -0.5350
H -0.690962 -4.253702 1.121034 -0.2901 -0.3228 0.3024
H -2.256972 -4.681902 0.349834 -0.2213 0.3973 0.2191
C 3.142918 -0.119452 -3.431456 -0.7245 1.4347 -0.1725
C 2.145428 1.061178 -3.300676 0.4710 -0.5999 1.2801
O 1.705548 1.330968 -2.174566 -0.4834 0.4977 -0.5492
C 1.889118 1.875418 -4.564646 0.3104 -1.0855 0.5787
H 3.776628 0.175298 -4.267906 0.0890 -0.7394 -0.0967
H 2.512738 -0.988712 -3.619486 0.1371 -0.1388 -0.4593
H 3.749608 -0.353382 -2.556646 -0.3077 0.4236 0.1410
H 2.280488 1.293598 -5.399166 -0.0501 0.2465 -0.0753
H 2.541348 2.732658 -4.397796 -0.1507 0.3472 -0.3077
H 0.858148 2.151318 -4.786166 0.1004 0.1401 0.4609
```
Positions in Å, forces in eV/Å.

Values from the calculation:
HOMO level	-11.6	eV
strongest force on any atom	3.76	eV/A
charge	+1
electronic energy	-79686.516	eV

Löwdin atomic charge list, values in e, 2 entries: number 1, Zn, carries 0.9529; number 2, O, carries -0.4039